(1)
Computed, not measured: C5H10N2 in the gas phase in a non-equilibrium geometry, with ωB97M-V/def2-TZVPD.

XYZ file:
```
17
Properties=species:S:1:pos:R:3:forces:R:3
C -2.223 0.391 -0.616 0.729 -0.285 0.904
C -0.944 1.050 -0.101 -0.252 0.805 1.011
C 0.136 0.054 0.220 0.720 -0.916 -0.896
C 1.374 0.335 0.688 0.891 2.605 -1.723
N 2.554 -0.310 0.378 -1.286 -2.868 1.371
C 2.670 -0.924 -0.720 -1.859 0.711 -1.350
N -2.611 -0.654 0.371 -0.656 0.320 -1.347
H -2.940 1.181 -0.759 -0.626 0.291 0.104
H -2.010 0.014 -1.620 -0.116 -0.567 0.148
H -1.165 1.670 0.795 -0.135 -0.290 -0.282
H -0.635 1.795 -0.847 0.273 -0.293 0.035
H -0.084 -0.965 -0.109 0.288 0.180 -0.149
H 1.575 1.317 1.067 -0.278 0.591 0.698
H 2.429 -0.374 -1.687 -0.189 -0.543 0.728
H 2.612 -2.021 -0.816 1.937 0.147 0.210
H -2.250 -0.359 1.269 -0.549 -0.173 0.184
H -3.630 -0.837 0.362 1.106 0.285 0.353
```
Forces are in eV/Å.

Properties
- Structure (SMILES): C=N/C=C/CCN
- HOMO: -0.2847 Eh
- M: 98.15 g mol⁻¹
- LUMO level: -0.04 eV
- DFT total energy: -305.89008 hartree
- Energy relative to the best compared isomer or geometry (same formula, charge and spin): 351.2 kJ/mol


(2)
Computed, not measured: C5H10N2 in the gas phase in a non-equilibrium geometry, with ωB97M-V/def2-TZVPD.

XYZ file:
```
17
Properties=species:S:1:pos:R:3:forces:R:3
C -1.928 -0.264 0.187 -0.035 0.009 -0.141
C -1.082 -0.253 -1.080 -0.205 -0.816 -0.321
N -0.218 0.906 -1.466 -0.871 -0.440 -1.105
C 0.367 -0.288 -0.893 0.021 -0.361 0.153
C 0.940 -0.494 0.476 -0.068 -0.052 -0.082
C 2.177 0.188 0.900 0.301 0.013 -0.062
N 0.879 0.575 1.460 -0.116 0.247 0.033
H -2.974 0.001 0.010 0.126 0.006 -0.080
H -1.539 0.371 0.994 -0.012 -0.065 -0.351
H -1.903 -1.290 0.574 -0.149 0.144 -0.010
H -1.526 -0.676 -1.966 -0.147 -0.672 0.057
H -0.874 1.574 -1.135 0.976 1.578 1.599
H 0.898 -0.823 -1.679 0.214 0.206 0.154
H 0.727 -1.491 0.867 0.090 0.200 -0.003
H 2.852 -0.304 1.596 -0.111 0.103 -0.101
H 2.651 0.862 0.190 -0.072 -0.093 0.081
H 0.554 1.407 0.966 0.057 -0.008 0.180
```
Forces are in eV/Å.

Properties
- Structure (SMILES): C[C@H]1N[C@H]1[C@H]1CN1
- HOMO: -0.3404 Eh
- M: 98.15 g mol⁻¹
- LUMO level: 1.16 eV
- DFT total energy: -305.90965 hartree
- Energy relative to the best compared isomer or geometry (same formula, charge and spin): 299.8 kJ/mol


(3)
Computed, not measured: C5H10N2 in the gas phase in a non-equilibrium geometry, with ωB97M-V/def2-TZVPD.

XYZ file:
```
17
Properties=species:S:1:pos:R:3:forces:R:3
C -1.187 0.154 -0.517 -0.307 -0.293 -0.305
C 0.240 0.613 1.301 0.302 -0.192 0.639
C -2.382 0.803 0.086 0.567 -0.005 -0.058
C 2.392 -0.392 -0.263 0.093 0.194 -0.052
N -0.036 0.004 0.147 -1.291 0.882 -0.081
C 0.974 -0.809 -0.479 0.639 -0.404 -0.369
N 0.719 -1.812 -1.184 0.060 -0.351 -0.330
H -1.188 -0.082 -1.568 0.165 -0.160 0.027
H -0.267 -2.046 -1.276 -0.134 0.223 0.285
H -0.455 1.297 1.738 -0.314 0.127 -0.140
H 1.038 0.245 1.912 0.271 -0.141 -0.034
H -3.251 0.632 -0.545 0.005 0.026 -0.036
H -2.248 1.887 0.194 -0.086 0.080 0.103
H -2.585 0.399 1.082 0.032 0.008 0.126
H 2.483 0.692 -0.287 0.029 0.019 0.076
H 2.747 -0.749 0.701 0.052 0.045 0.098
H 3.008 -0.836 -1.042 -0.084 -0.055 0.050
```
Forces are in eV/Å.

Properties
- HOMO (alpha / beta): -0.2509 / -0.2509 Eh
- M: 98.15 g mol⁻¹
- LUMO level (alpha / beta): 0.71 / 0.71 eV
- DFT total energy: -305.93280 hartree
- Energy relative to the best compared isomer or geometry (same formula, charge and spin): 239.1 kJ/mol


(4)
Computed, not measured: C5H10N2 in the gas phase in a non-equilibrium geometry, with ωB97M-V/def2-TZVPD.

XYZ file:
```
17
Properties=species:S:1:pos:R:3:forces:R:3
C -2.328 -0.707 0.226 -2.308 2.829 -2.007
C -0.035 -0.748 -0.447 -1.677 -2.513 0.880
C 2.230 -0.779 0.438 0.427 1.563 -1.728
C 0.787 1.304 -0.038 1.320 0.893 0.478
C -0.614 1.404 0.153 2.022 2.040 -1.285
H -3.366 -0.013 0.227 2.496 -2.135 -0.929
H -2.338 -1.762 -0.342 -0.083 2.963 0.811
H -2.331 -0.894 1.236 0.589 -0.976 2.662
H -0.137 -1.389 -1.526 -0.159 1.431 2.947
H -0.169 -1.386 0.548 0.872 -0.289 -2.222
H 2.097 -1.903 0.052 0.547 2.334 1.751
H 3.213 -0.336 -0.175 -1.829 -1.388 2.707
H 2.016 -0.416 1.625 1.199 -1.696 -3.027
H 1.771 2.033 -0.078 -3.412 -1.342 0.284
H -1.246 2.384 0.021 1.410 -2.048 0.841
N -1.171 0.180 -0.141 0.042 -3.070 -2.430
N 1.205 -0.059 -0.371 -1.456 1.405 0.269
```
Forces are in eV/Å.

Properties
- Structure (SMILES): CN1C=CN(C)C1
- HOMO: -0.2465 Eh
- M: 98.15 g mol⁻¹
- LUMO level: 0.95 eV
- DFT total energy: -305.81866 hartree
- Energy relative to the best compared isomer or geometry (same formula, charge and spin): 538.7 kJ/mol


(5)
Computed, not measured: C5H10N2 in the gas phase, with ωB97M-V/def2-TZVPD.

XYZ file:
```
17
Properties=species:S:1:pos:R:3:forces:R:3
C 1.045 -0.471 1.824 -0.070 0.091 -0.076
C 1.050 -0.937 0.392 0.090 -0.106 -0.010
N -0.225 -1.303 -0.227 -0.056 -0.016 0.066
C 0.531 -0.186 -0.786 -0.071 0.002 -0.152
C -0.218 1.121 -0.815 0.215 0.036 -0.112
C -1.644 1.050 -1.214 -0.170 -0.003 -0.274
N -1.269 1.431 0.143 -0.040 -0.163 0.285
H 0.358 0.356 1.983 -0.041 0.028 0.002
H 2.041 -0.138 2.121 -0.017 -0.002 -0.037
H 0.752 -1.293 2.478 0.013 -0.005 0.027
H 1.871 -1.617 0.165 0.002 0.159 -0.022
H -0.162 -2.135 -0.801 0.076 -0.011 0.066
H 1.082 -0.369 -1.711 -0.145 0.029 0.107
H 0.353 1.993 -1.126 0.042 -0.147 0.058
H -2.108 1.823 -1.819 0.135 -0.027 0.097
H -2.040 0.046 -1.353 0.028 0.162 0.016
H -1.418 0.629 0.749 0.008 -0.027 -0.040
```
Forces are in eV/Å.

Properties
- Structure (SMILES): C[C@H]1N[C@H]1[C@H]1CN1
- HOMO: -0.3388 Eh
- M: 98.15 g mol⁻¹
- LUMO level: 1.04 eV
- DFT total energy: -305.95134 hartree
- Energy relative to the best compared isomer or geometry (same formula, charge and spin): 190.4 kJ/mol


(6)
Computed, not measured: 2 unconnected molecules or ions with the total composition C5H10N2 in a non-equilibrium geometry, with ωB97M-V/def2-TZVPD.

XYZ file:
```
17
Properties=species:S:1:pos:R:3:forces:R:3
C 1.674 0.906 -0.615 -0.057 -0.048 0.020
C 0.349 0.848 -1.340 -0.027 0.280 -0.007
N -0.197 -0.393 -1.869 -0.031 -0.318 0.113
C -0.877 0.246 -0.737 -0.227 0.182 0.157
C -0.776 -0.254 0.659 0.861 2.483 1.171
C -1.418 -1.097 1.756 0.293 0.816 -0.131
N -0.194 -1.423 1.058 0.134 0.076 -0.193
H 2.504 0.792 -1.321 -0.148 0.025 0.090
H 1.769 0.133 0.154 -0.043 0.086 -0.147
H 1.787 1.875 -0.116 -0.021 -0.133 -0.063
H 0.178 1.696 -2.001 0.054 -0.104 0.013
H 0.344 -1.193 -1.544 -0.074 0.070 0.057
H -1.838 0.692 -0.977 0.082 -0.021 -0.055
H -0.648 0.831 1.648 0.820 -1.364 -3.273
H -1.270 -0.066 2.400 -1.400 -3.705 0.861
H -2.152 -1.911 1.579 0.034 1.153 0.645
H 0.763 -1.681 1.266 -0.249 0.520 0.743
```
Forces are in eV/Å.

Properties
- HOMO: -0.3287 Eh
- M: 98.15 g mol⁻¹
- LUMO level: 1.01 eV
- DFT total energy: -305.81555 hartree
- Energy relative to the best compared isomer or geometry (same formula, charge and spin): 546.9 kJ/mol


(7)
Computed, not measured: a gas-phase ion, C5H10N2 (charge +2) in a non-equilibrium geometry, with ωB97M-V/def2-TZVPD.

XYZ file:
```
17
Properties=species:S:1:pos:R:3:forces:R:3
C 0.813 -1.114 0.042 3.863 -3.665 -0.318
C -0.530 0.828 -0.132 2.383 -2.987 1.454
C 2.188 -0.410 -0.071 0.140 -3.219 -1.035
C -0.979 2.099 -0.077 -1.120 0.854 -0.306
C -1.605 -1.283 0.104 -2.135 3.048 -1.596
N 2.224 0.803 -0.056 -2.599 2.082 0.476
N -0.399 -0.405 -0.039 -0.909 2.837 0.820
H 0.703 -1.968 -0.646 0.297 0.565 -0.783
H 0.951 -1.826 0.895 -0.885 1.155 0.535
H 3.066 -1.169 -0.252 -1.405 1.372 0.665
H -0.922 2.673 0.822 0.794 0.168 1.102
H -2.055 2.093 -0.223 -1.055 -0.299 -0.457
H -0.591 2.578 -0.930 0.575 1.276 -1.338
H -1.351 -2.247 0.171 1.398 -3.723 -0.990
H -2.354 -0.953 -0.619 0.398 -0.709 -0.490
H -2.112 -1.187 0.996 -0.566 1.259 2.591
H 2.954 1.486 0.018 0.827 -0.014 -0.331
```
Forces are in eV/Å.

Properties
- Charge: +2
- HOMO (alpha / beta): -0.7079 / -0.7079 Eh
- M: 98.15 g mol⁻¹
- LUMO level (alpha / beta): -11.94 / -11.94 eV
- DFT total energy: -305.14748 hartree
- Energy relative to the best compared isomer or geometry (same formula, charge and spin): 422.9 kJ/mol